The following is a quantum chemistry calculation of a cluster of 12 separate species, BF4H22O11 in total, from the OMol25 dataset.

Properties
Total charge ... -1
Energy above the lowest of the compared OMol25 structures with the same formula, charge and spin ... 14.3 kcal/mol
Multiplicity ... 1

Geometry as XYZ:
```
38
BF4H22O11 the ωB97M-V functional and the def2-TZVPD basis
B -0.33205 0.36879 1.19458
F -1.41205 0.99979 1.77658
F 0.78095 0.81379 1.81258
F -0.49605 -0.98721 1.37558
F -0.20205 0.69079 -0.19342
O 0.28895 1.67879 -3.47842
H 1.03395 2.09479 -3.93442
H 0.73095 1.08479 -2.90542
O 2.56095 0.69979 -1.51242
H 2.38695 1.40779 -0.92242
H 2.34195 -0.05621 -1.03442
O -3.49905 -1.30821 2.00158
H -3.62105 -0.96921 1.12058
H -2.87505 -0.77521 2.42158
O 2.02695 -1.47621 -0.17042
H 2.36495 -1.06021 0.59658
H 2.04995 -2.45421 -0.09642
O 1.70095 2.80779 0.41058
H 1.38895 1.98579 0.69658
H 0.95995 3.24979 0.00058
O -2.20805 1.22479 -2.23742
H -2.20405 2.11979 -2.61642
H -1.27205 0.99279 -2.17142
O -3.35805 2.11079 0.31658
H -2.71705 1.99479 1.01158
H -2.85305 1.79479 -0.39942
O 3.31395 0.24979 1.51758
H 2.47095 0.55879 1.84858
H 3.89495 1.02179 1.37658
O 0.89895 -2.82921 2.72958
H 0.58495 -1.99421 2.44758
H 0.10195 -3.31521 2.98558
O -0.44505 -0.91121 -2.41242
H -0.22005 -1.00321 -1.49242
H -1.22505 -1.44721 -2.57542
O -0.74605 -3.30921 -0.07142
H -0.58305 -2.50021 0.44158
H -1.61305 -3.55421 0.14158
```

Mulliken population analysis, charges in e, atoms 1 to 8: 0.587 -0.423 -0.479 -0.128 -0.045 -0.639 0.285 0.325

---

The following is a quantum chemistry calculation of a cluster of 3 separate species, C35H75BBrF3N4O12S in total, from the OMol25 dataset.

Properties
Total charge ... 0
Calculated total energy ... -5797.08723 a.u.
Multiplicity ... 1

Geometry as XYZ:
```
132
C35H75BBrF3N4O12S the ωB97M-V functional and the def2-TZVPD basis
C -3.49552 -0.38838 -5.40039
C -3.66133 1.14123 -5.36247
C -3.19904 1.70460 -4.03961
O -3.90330 1.64664 -3.03898
O -1.98415 2.32716 -3.98276
C -0.90564 1.57588 -4.53275
C -0.60873 0.31820 -3.70993
C 0.87655 0.17525 -3.45687
C 1.60759 -0.10141 -4.79588
C 2.33557 1.12031 -5.38401
C 3.67713 0.78001 -6.06059
C 4.84426 1.66124 -5.60615
C 5.64873 1.04419 -4.44930
N 6.91773 0.41727 -4.86116
O 1.13232 -0.96283 -2.62609
C 1.32106 -0.73919 -1.27943
C 0.32791 0.21411 -0.61206
C 0.57403 1.73354 -0.72692
C 0.28550 2.51103 0.56223
C -0.16605 3.95387 0.25368
C 1.05353 4.86976 0.15081
C 0.71876 6.24533 -0.42245
C 1.73991 7.29111 -0.04539
O 1.51818 7.75065 1.28335
C 1.45065 9.14369 1.39326
C 1.15944 -2.16617 -0.58623
C 1.89937 -2.31279 0.73205
Br 1.86779 -3.59851 -1.77509
N -0.24788 -2.41383 -0.32308
B -1.02135 -3.19912 -1.26852
O -1.37066 -2.68384 -2.49348
O -1.50147 -4.44152 -0.89105
S 3.08769 -0.18097 -1.16071
O 3.32466 0.89119 -2.09150
O 3.97384 -1.29944 -1.30879
C 3.46980 0.54664 0.53734
F 4.47394 -0.17801 1.08973
F 2.40474 0.53503 1.36496
F 3.88691 1.82489 0.36924
H -4.30184 -0.82044 -5.97626
H -3.56589 -0.76544 -4.38635
H -2.54088 -0.68647 -5.81268
H -3.16729 1.62948 -6.19542
H -4.71517 1.37540 -5.41755
H -1.04478 1.35518 -5.58906
H -0.04440 2.23227 -4.47609
H -1.18333 0.40759 -2.79235
H -0.96504 -0.56538 -4.22420
H 1.30201 1.09868 -3.08678
H 0.92674 -0.53538 -5.51885
H 2.37710 -0.82673 -4.55585
H 1.69186 1.56714 -6.13789
H 2.49846 1.88343 -4.62803
H 3.92747 -0.26316 -5.88259
H 3.54130 0.86804 -7.13480
H 5.50056 1.90752 -6.43552
H 4.41796 2.60106 -5.25875
H 5.04358 0.24508 -4.03737
H 5.81277 1.75442 -3.64813
H 7.26768 0.83848 -5.70990
H 6.72442 -0.54824 -5.07900
H 0.32149 -0.03147 0.44386
H -0.67115 -0.00509 -0.94873
H 1.56460 2.00622 -1.07833
H -0.11564 2.12186 -1.47230
H -0.47980 2.02442 1.16032
H 1.19088 2.61761 1.14660
H -0.75218 3.99629 -0.65755
H -0.73877 4.31146 1.10423
H 1.77563 4.40052 -0.51671
H 1.49448 4.98742 1.13612
H -0.26195 6.57275 -0.09140
H 0.73724 6.18541 -1.50809
H 2.75230 6.89579 -0.12559
H 1.66914 8.14008 -0.72399
H 1.12113 9.38018 2.39818
H 2.41398 9.62915 1.22469
H 0.73176 9.57861 0.69754
H 1.47714 -1.65122 1.48139
H 2.97110 -2.21087 0.64988
H 1.71336 -3.32003 1.08934
H -0.33631 -2.78422 0.61093
H -2.12422 -3.15392 -2.84610
H -1.52371 -5.03201 -1.64231
C -4.59036 -3.94068 0.45131
O -5.48365 -4.82790 -0.19791
C -4.87648 -5.98045 -0.76286
C -5.21234 -7.23651 0.01488
N -4.55669 -7.25823 1.31515
C -5.03758 -8.28573 2.23638
C -6.51102 -8.29828 2.63441
O -6.91502 -7.22513 3.46148
C -7.18669 -6.00753 2.79451
H -5.12882 -3.01111 0.63117
H -4.25980 -4.33270 1.41948
H -3.71457 -3.72845 -0.16485
H -3.79454 -5.85259 -0.85136
H -5.28757 -6.08937 -1.77124
H -4.88155 -8.10638 -0.56161
H -6.30616 -7.28410 0.09581
H -4.65952 -6.35473 1.75494
H -4.45564 -8.18108 3.15504
H -4.78719 -9.26524 1.81580
H -6.66825 -9.19823 3.23382
H -7.17969 -8.38562 1.76908
H -7.63620 -6.17202 1.81220
H -6.28647 -5.39538 2.69165
H -7.89258 -5.44828 3.40857
C 0.59158 2.56769 8.79915
O 0.72978 3.19308 7.53931
C 2.03186 3.69041 7.25951
C 2.74203 2.85779 6.21244
N 3.11116 1.54387 6.72401
C 3.54585 0.58486 5.71091
C 2.59261 0.22305 4.57616
O 1.46492 -0.54194 4.95881
C 0.39363 0.19024 5.52402
H -0.47396 2.44964 8.98933
H 1.05233 1.57379 8.82020
H 1.02362 3.17783 9.59705
H 2.63002 3.76742 8.17212
H 1.90277 4.69927 6.85875
H 3.64983 3.38390 5.90163
H 2.07581 2.79565 5.34198
H 2.32874 1.15107 7.22775
H 3.78884 -0.34098 6.23772
H 4.47945 0.95105 5.27146
H 3.15074 -0.41543 3.88666
H 2.27880 1.09871 3.99496
H 0.28720 1.17671 5.06578
H 0.50537 0.29525 6.60633
H -0.52086 -0.37549 5.34455
```

Mulliken population analysis, charges in e, atoms 1 to 8: -0.875 -0.467 0.514 -0.576 -0.373 -0.877 -0.701 0.966

---

The following is a quantum chemistry calculation of the ion C4H8N with charge +1, from the OMol25 dataset.

Properties
Total charge ... +1
Energy above the lowest of the compared OMol25 structures with the same formula, charge and spin ... 39.1 kcal/mol
Multiplicity ... 1

Geometry as XYZ:
```
13
C4H8N the ωB97M-V functional and the def2-TZVPD basis
C 2.29038 0.04265 -0.14368
C 1.03381 -0.00059 0.25813
N -0.22173 -0.00213 -0.43378
C -1.42505 -0.67206 -0.05074
C -1.35170 0.76341 0.06082
H 2.88118 -0.03611 0.69790
H 2.60284 -0.02827 -1.10232
H 0.82519 -0.17764 1.35349
H -0.05567 -0.05328 -1.38583
H -1.34243 -1.23603 0.93624
H -1.98655 -1.32721 -0.70448
H -1.96426 1.50079 -0.56678
H -1.28600 1.22646 1.08103
```

Mulliken population analysis, charges in e, atoms 1 to 8: -0.824 0.121 0.137 -0.316 -0.295 0.260 0.359 0.246

---

The following is a quantum chemistry calculation of a structure of composition C16H33NO4P2SSn, from the OMol25 dataset.

Properties
Total charge ... 0
Energy above the lowest of the compared OMol25 structures with the same formula, charge and spin ... 86.5 kcal/mol
Multiplicity ... 1

Geometry as XYZ:
```
58
C16H33NO4P2SSn the ωB97M-V functional and the def2-TZVPD basis
Sn -0.70435 0.57555 -0.59957
P -2.52755 -1.07367 0.61795
P 2.62784 0.66282 -1.51424
N -0.66566 -0.75979 -2.16420
H -0.26642 1.51249 4.29416
C -3.69861 -0.11165 1.63782
H -4.39828 -0.79058 2.14602
H -4.26100 0.58118 0.99733
H -3.13224 0.46614 2.37982
C -2.07069 -2.45803 1.71145
H -2.97651 -2.88325 2.16801
H -1.39035 -2.12027 2.50314
H -1.56778 -3.23378 1.11884
C -3.60057 -1.86248 -0.63774
H -4.39041 -2.45200 -0.14823
H -2.98928 -2.51697 -1.27364
H -4.05748 -1.09362 -1.27564
C 3.06134 2.37897 -1.76135
H 4.03953 2.42776 -2.25498
H 3.09671 2.90045 -0.79589
H 2.31076 2.84623 -2.40993
C 4.00607 -0.18306 -0.76233
H 4.93985 0.10266 -1.26106
H 3.84998 -1.26221 -0.87925
H 4.04981 0.07020 0.30372
C 2.22946 -0.05877 -3.09974
H 3.13359 -0.49705 -3.54058
H 1.85329 0.72540 -3.76929
H 1.44454 -0.81791 -2.97377
C -1.39776 -0.74248 -3.25560
C -3.03504 0.19864 -4.82962
C -2.34755 0.28279 -3.62822
C -1.22808 -1.85112 -4.16613
C -1.92767 -1.90922 -5.35883
C -2.82890 -0.88415 -5.70110
H -3.74187 0.98785 -5.09610
H -2.49537 1.12636 -2.94576
H -0.52124 -2.62439 -3.86051
H -1.76638 -2.75897 -6.02118
H -3.37183 -0.93701 -6.64885
C 0.16824 0.16947 3.51648
O -0.37862 0.66575 2.52910
C -0.00233 0.67800 4.96488
H 0.10289 -0.31377 5.51200
H -1.02595 0.80200 5.39775
H 0.85140 1.19233 5.44770
C 1.06452 -1.03059 3.40405
H 2.11752 -0.72187 3.43901
H 0.89377 -1.52234 2.44354
H 0.85059 -1.73644 4.21792
C 2.95175 3.09241 3.92073
S 2.51334 2.26738 2.32713
O 2.81467 3.21909 1.25296
O 3.25087 0.99098 2.30950
O 1.42608 0.53037 -0.55298
H 3.96841 3.49248 3.79821
H 2.91492 2.35648 4.73358
H 2.23409 3.90519 4.09352
```

Mulliken population analysis, charges in e, atoms 1 to 8: 0.233 0.741 1.074 -0.606 0.466 -1.111 0.364 0.347

---

The following is a quantum chemistry calculation of a structure of composition C46H54B2BrN12S3Sn, from the OMol25 dataset.

Properties
Total charge ... -1
Calculated total energy ... -6474.82097 a.u.
Multiplicity ... 1

Geometry as XYZ:
```
119
C46H54B2BrN12S3Sn the ωB97M-V functional and the def2-TZVPD basis
Sn -1.88821 -0.37425 -2.80810
C 4.13897 -2.35712 1.01278
C 2.74486 -1.97218 1.39503
C 2.42321 -1.76471 2.76434
C 1.16178 -1.31802 3.19002
N 0.18031 -1.01957 2.22532
N 0.75792 -0.75954 0.89076
B 0.68844 0.59767 0.33259
N 1.89219 1.18774 -0.30410
N 2.24906 2.47743 0.21609
C 3.56687 2.71213 0.28359
C 4.51197 1.92046 -0.40936
C 4.11474 0.96334 -1.30641
C 5.15484 0.38183 -2.29691
C 2.70855 0.57182 -1.22139
S 2.08885 -0.45348 -2.46881
C 3.96040 3.79977 1.19799
C 4.35226 3.29506 2.60814
C 2.83021 4.83019 1.52175
C 5.15464 4.50546 0.64770
N -0.41115 1.54626 0.68642
N -0.25054 2.16785 1.94886
C -1.18460 3.03623 2.23767
C -2.29303 3.23028 1.42193
C -2.51522 2.55992 0.25155
C -3.88829 2.46787 -0.27511
C -1.34555 1.89208 -0.22612
S -0.89019 1.87184 -1.95737
C -1.08182 3.76742 3.51672
C -2.29456 3.35487 4.36193
C -1.17975 5.28282 3.15161
C 0.20891 3.62787 4.31110
C 1.74293 -1.57071 0.48464
S 1.64363 -2.17687 -1.18148
C 0.90490 -1.10015 4.68114
C -0.50722 -0.57258 5.11714
C 1.27610 -2.38942 5.40586
C 1.91431 -0.03027 5.11141
H 4.88219 -1.54374 0.98286
H 4.07748 -2.69787 0.00936
H 4.48935 -3.11306 1.73009
H 3.17543 -1.91143 3.57932
H 5.57844 2.20122 -0.33446
H 6.12051 0.47920 -1.77864
H 5.03978 0.96791 -3.23318
H 4.82586 -0.64840 -2.49766
H 3.51106 2.85281 3.23167
H 4.73431 4.17713 3.13650
H 5.02205 2.41431 2.65376
H 2.00339 4.36553 2.09614
H 2.41483 5.24997 0.62039
H 3.26960 5.58588 2.18548
H 6.01533 3.90030 0.52157
H 5.49898 5.37669 1.20733
H 5.01762 4.99049 -0.35502
H -3.09211 3.89837 1.76471
H -4.62269 2.68945 0.48608
H -4.03707 1.43185 -0.67467
H -4.02812 3.16032 -1.14663
H -3.01276 4.17071 4.33566
H -1.99459 3.11493 5.38581
H -2.84231 2.49248 4.03433
H -2.13213 5.44847 2.60629
H -0.27912 5.69243 2.60505
H -1.37217 5.76348 4.10909
H 1.10565 4.09103 3.75735
H 0.43759 2.53969 4.49747
H 0.18585 4.19211 5.24967
H -0.68935 0.46022 4.88017
H -0.47500 -0.66368 6.20851
H -1.34767 -1.09503 4.64528
H 0.51415 -3.18219 5.16881
H 1.13308 -2.21414 6.52386
H 2.34919 -2.64359 5.20989
H 1.80739 0.94832 4.64459
H 2.99595 -0.28100 4.97230
H 1.67207 0.25202 6.14250
C -1.03363 -1.84308 2.12661
C -2.23915 -1.01425 1.62775
C -3.01528 -1.49454 0.64601
C -2.69510 -2.70765 -0.07349
N -1.61965 -3.39608 0.30963
C -0.89229 -3.06936 1.30393
N -3.63036 -3.10767 -0.96601
C -3.62035 -3.52734 -2.20640
N -2.58049 -3.51105 -3.13175
C -3.03946 -4.19031 -4.22037
N -2.45077 -4.32172 -5.39243
C -1.11741 -4.18123 -5.58335
C -0.76875 -3.97082 -6.97488
C 0.41274 -3.33967 -7.20161
C 1.35426 -3.18868 -6.18332
C 0.97531 -3.53268 -4.84586
N -0.20719 -4.03167 -4.58744
C -4.41881 -4.62595 -4.01784
C -5.37124 -5.20870 -4.83291
C -6.65987 -5.24985 -4.29973
C -7.04193 -4.66249 -3.12458
C -6.12724 -3.93303 -2.40040
C -4.82541 -4.02154 -2.79372
H -1.15591 -2.20586 3.16385
H -2.51103 -0.10787 2.20889
H -3.93328 -0.98834 0.37339
H 0.04069 -3.64529 1.44086
H -1.54243 -4.23873 -7.75682
H 0.64960 -2.97645 -8.18316
H 2.36191 -2.78901 -6.34518
H 1.52814 -3.31388 -3.97117
H -5.15215 -5.57001 -5.82304
H -7.50671 -5.69372 -4.89446
H -8.03108 -4.65914 -2.85981
H -6.44641 -3.18258 -1.69146
Br -4.44257 -0.12419 -3.18211
B -0.47600 0.81029 -7.37802
C -1.11177 0.64487 -5.96419
N -1.51026 0.43151 -4.90379
H 0.74406 1.02078 -7.25601
H -0.64684 -0.24010 -8.00333
H -0.83865 1.85444 -7.83279
```

Mulliken population analysis, charges in e, atoms 1 to 8: 1.331 -1.977 -0.765 -0.550 0.360 0.484 0.412 -0.585

---

The following is a quantum chemistry calculation of an isolated molecule of C2H6, from the OMol25 dataset.

Properties
Total charge ... 0
Energy above the lowest of the compared OMol25 structures with the same formula, charge and spin ... 15.9 kcal/mol
Multiplicity ... 1

Geometry as XYZ:
```
8
C2H6 the ωB97M-V functional and the def2-TZVPD basis
C 0.75736 -0.11474 -0.18137
C -0.79996 0.04585 0.09466
H 1.45990 -0.15014 0.72378
H 0.93122 -1.04145 -0.73248
H 1.17447 0.87779 -0.49949
H -1.43166 -0.18874 -0.73234
H -1.07228 1.17837 0.41307
H -1.01905 -0.60693 0.91418
```

From a Mulliken analysis of the wavefunction, the atomic charges in e read: -0.786 -0.734 0.252 0.278 0.250 0.284 0.213 0.244